Here is C21H31N3O6S as an isolated structure at a distorted geometry from the OMol25 dataset. Energies are from wB97M-V/def2-TZVPD.

CARTESIAN COORDINATES (ANGSTROEM)
C  -3.04748  -2.21482  3.01618
O  -2.42488  -1.36117  1.94375
C  -2.19167  -1.87758  0.67173
C  -3.58308  -2.33776  -0.09683
C  -3.43641  -2.30271  -1.73433
N  -3.33739  -0.81517  -1.84584
C  -2.18064  -0.32488  -2.06000
O  -1.14022  -0.81819  -2.68887
C  -2.12134  1.35410  -2.15197
N  -1.92712  1.57040  -0.64165
C  -3.16972  1.89608  0.10934
O  -4.31639  1.64971  -0.51406
C  -2.90932  1.71728  1.46775
H  -3.75819  2.55220  2.01019
O  -1.77521  2.58702  1.82301
C  -0.71062  2.18331  1.41777
C  0.62593  2.23659  1.96154
C  1.71739  1.98317  1.33534
C  1.77810  1.57812  -0.06577
C  0.43139  1.33869  -0.52220
C  -0.75688  1.68157  -0.09737
H  0.34504  0.95220  -1.47005
S  3.17344  1.12294  -0.81568
O  2.87302  1.23416  -2.09866
O  4.25784  1.89278  -0.49812
N  3.53993  -0.57590  -0.62607
C  3.93288  -1.18841  0.68345
H  4.46951  0.02002  1.08407
C  2.70512  -1.53079  1.69960
C  3.36797  -2.01022  3.00001
H  4.03362  -2.68993  2.73426
H  3.83461  -1.19196  3.30367
H  2.55571  -2.26479  3.59497
C  2.00887  -2.73756  0.83836
C  1.45800  -2.17483  -0.47633
C  0.80672  -3.00417  -1.21238
H  1.48955  -3.97446  -1.73386
H  -0.00225  -3.64657  -0.36289
H  0.27232  -2.73964  -2.11384
C  2.53700  -1.43768  -1.22579
H  2.36875  -1.15493  -2.06429
H  3.16686  -2.32457  -1.37444
H  0.68954  -1.33533  -0.25437
H  1.15698  -3.10608  1.50972
H  2.60280  -3.38958  0.61592
H  2.24851  -0.72674  1.74963
H  4.73604  -1.91935  0.59427
H  2.85635  2.04482  1.73626
H  0.63618  2.92935  2.78998
H  -3.05948  0.96013  2.08573
H  -2.97504  1.81670  -2.46550
H  -1.19601  1.80972  -2.63404
H  -3.81654  -0.03608  -1.66362
H  -2.51169  -2.74349  -1.83890
H  -4.22821  -2.57007  -1.98862
H  -4.38470  -1.53154  0.47818
H  -3.97738  -3.38995  0.06739
H  -1.82147  -2.86563  0.88931
H  -1.73069  -1.14575  0.15695
H  -3.96005  -2.57095  2.97121
H  -2.38517  -3.15888  2.98211
H  -3.08510  -1.65028  3.94731

- energy above the lowest of the compared OMol25 structures with the same formula, charge and spin (eV) = 21.824
- HOMO-LUMO gap (eV) = 7.4
- highest occupied orbital energy (eV) = -8.01

The Mulliken scheme yields these atomic charges, measured in e: -0.9947 -0.2224 0.7677 -0.3535 -1.2766 0.0359 0.5556 -0.6772 -1.3737 0.0310 0.6712 -0.7053 -0.6379 0.2307 -0.3643 0.9143 -1.4246 -0.2346 -1.0383 -0.0850 0.7162 0.9189 1.3836 -0.7387 -0.7642 0.2036 -0.8452 0.2630 0.4137 -2.2483 0.4740 0.6180 0.5209 -1.8974 4.3452 -1.3710 0.2561 0.0552 0.4108 -3.7106 1.4346 0.5725 -1.4568 0.3056 0.7601 0.6614 0.3417 0.2536 0.3988 0.3338 0.5962 0.4369 0.2568 0.4493 0.8642 0.2219 0.3045 0.3252 -0.9297 0.4782 0.3003 0.2685

Here is C21H31N3OS as an isolated structure at a distorted geometry from the OMol25 dataset. Energies are from wB97M-V/def2-TZVPD.

CARTESIAN COORDINATES (ANGSTROEM)
C  -7.22604  -1.13329  -0.79565
N  -6.41068  -0.42076  0.14301
C  -5.28815  0.35302  -0.21666
N  -5.01918  0.48352  -1.42690
C  -3.92147  1.09285  -1.58283
C  -3.46346  1.53587  -0.18609
S  -4.47389  0.81905  1.21718
C  -2.17627  2.41335  -0.08707
N  -0.99836  1.61511  0.02950
C  -0.56792  0.87103  -1.12249
C  0.73347  0.50889  -1.00105
H  1.39432  1.22499  -0.98061
H  1.03932  -0.37427  -2.07426
C  0.97117  -0.57233  0.19471
C  0.43790  0.06050  1.28442
C  -1.02187  0.62512  1.35991
H  -1.19893  1.04244  2.19025
H  -1.72515  -0.20586  1.17297
H  0.57170  -0.47493  2.21998
H  1.09886  0.95317  1.73197
C  0.09028  -1.95315  -0.18646
O  0.10415  -2.79918  1.09824
H  -0.16314  -2.39348  1.79524
H  -0.97760  -1.65352  -0.11866
H  0.52416  -2.28922  -1.22086
C  2.50851  -1.02328  0.38860
C  3.22478  -1.75655  -0.80887
H  3.95086  -2.16906  -0.48307
H  2.46713  -2.09602  -1.40579
C  4.06170  -0.53710  -1.47616
C  5.05764  0.25145  -0.69862
C  4.81948  1.39064  -0.26048
C  5.80942  2.02550  0.74154
C  6.89634  1.15770  1.05194
C  7.09379  -0.05152  0.56775
C  6.23909  -0.34856  -0.25169
H  6.39410  -1.53526  -0.85897
H  8.01603  -0.51546  1.09779
H  7.62567  1.77253  1.75730
H  5.49491  3.10695  1.20720
H  4.04684  1.89652  -0.24995
H  3.22535  0.33811  -1.71259
H  4.44079  -1.02174  -2.35595
H  2.36917  -1.96359  1.19356
H  2.85052  -0.12501  0.74029
H  -0.45987  1.59787  -1.92649
H  -1.26213  0.03056  -1.33387
H  -1.87422  2.97181  -0.73187
H  -2.22792  3.03015  0.87477
H  -3.68264  1.62050  -2.34008
C  -6.78890  -0.74842  1.46165
H  -6.48268  0.04575  2.13149
H  -6.08829  -1.65062  1.68420
H  -7.81695  -1.05316  1.73308
H  -8.23355  -1.07578  -0.61593
H  -6.99474  -2.10526  -0.64306
H  -7.01351  -0.78862  -1.91551

- energy above the lowest of the compared OMol25 structures with the same formula, charge and spin (eV) = 20.447
- HOMO-LUMO gap (eV) = 7.6
- highest occupied orbital energy (eV) = -7.15

The Mulliken scheme yields these atomic charges, measured in e: -1.1007 0.1199 0.8134 -0.4924 -1.0631 0.7554 -0.2735 -1.8355 0.1240 -0.8257 -0.8129 0.5055 0.2556 1.4710 -1.6116 -1.3139 0.9167 0.2489 0.6691 0.3504 -0.6735 -0.5621 0.3245 0.4385 0.3623 -1.2565 -1.5651 1.0680 0.4094 -0.8810 -0.0190 0.2777 -0.9374 0.0206 -0.9333 0.2001 0.0351 0.2730 0.1724 0.2424 0.8098 0.0607 0.5796 0.2392 0.7889 0.3779 0.2961 0.9865 0.3185 0.6354 -1.0766 0.3292 0.3925 0.2779 0.3669 0.4493 0.2720

Here is one molecule with the formula C21H31N5O3 from the OMol25 dataset. Energies are from wB97M-V/def2-TZVPD.

CARTESIAN COORDINATES (ANGSTROEM)
C  4.34022  1.15852  6.86775
C  3.48673  -0.10325  6.85303
C  1.99552  0.22470  6.88414
C  1.13192  -1.04100  6.88410
C  1.36494  -1.88447  5.63867
O  1.92311  -2.95890  5.67037
N  0.88168  -1.28948  4.51311
C  0.92647  -1.71820  3.17955
C  0.35912  -0.88565  2.22523
C  0.39296  -1.29623  0.90089
N  -0.08212  -0.67839  -0.22615
C  0.19492  -1.47726  -1.21674
N  0.85216  -2.61479  -0.82076
C  0.99085  -2.52631  0.54503
C  1.55687  -3.35253  1.50171
C  1.51822  -2.93679  2.81592
H  1.94607  -3.55286  3.58808
H  2.01499  -4.29580  1.24485
C  1.30493  -3.68838  -1.65756
H  1.90366  -4.37302  -1.06043
H  1.91880  -3.30550  -2.47558
H  0.45966  -4.23895  -2.07978
C  -0.10879  -1.25201  -2.66170
N  -1.14544  -0.27140  -2.89169
C  -1.60779  -0.28607  -4.26826
C  -2.81680  0.63960  -4.40483
N  -2.46837  1.97357  -3.97464
C  -2.33956  2.96226  -4.88555
O  -2.65149  2.85679  -6.05035
O  -1.84781  4.10130  -4.33726
C  -1.79872  5.23159  -5.20317
C  -3.14962  5.92651  -5.29880
H  -3.05926  6.81809  -5.91284
H  -3.87450  5.25591  -5.75332
H  -3.49941  6.20830  -4.30837
H  -1.47320  4.90652  -6.19690
H  -1.04693  5.89000  -4.76184
C  -1.94192  2.01214  -2.62927
H  -1.65655  3.03218  -2.38067
C  -0.74267  1.07321  -2.51403
H  -0.40046  1.03795  -1.48012
H  0.07428  1.44194  -3.16196
H  -2.72514  1.67085  -1.94549
H  -3.15007  0.69013  -5.44208
H  -3.62735  0.26991  -3.76953
H  -1.90383  -1.30333  -4.53581
H  -0.81853  0.04437  -4.96887
H  -0.44923  -2.20183  -3.08846
H  0.83912  -0.98145  -3.17651
H  -0.09934  0.05396  2.49295
H  0.42550  -0.39616  4.63686
H  0.07476  -0.77233  6.94753
H  1.38649  -1.65532  7.74855
H  1.77154  0.80327  7.78377
H  1.74842  0.85017  6.02192
H  3.73548  -0.72285  7.71668
H  3.71032  -0.68576  5.95705
H  5.39699  0.90422  6.85156
H  4.12392  1.77767  5.99943
H  4.14190  1.74403  7.76326

- energy above the lowest of the compared OMol25 structures with the same formula, charge and spin (eV) = 0.422
- HOMO-LUMO gap (eV) = 8.6
- highest occupied orbital energy (eV) = -7.96
- SMILES = CCCCC(=O)Nc1ccc2c(c1)nc(CN1CCN(C(=O)OCC)CC1)n2C

The Mulliken scheme yields these atomic charges, measured in e: -1.3316 -0.2229 -0.5421 -1.0716 0.5427 -0.6380 -0.0427 1.0234 -0.9425 -0.1288 -0.6958 0.4472 0.1325 1.0898 -1.5783 -0.3901 0.5755 0.2626 -0.9922 0.3408 0.3240 0.3214 -0.9995 0.0835 -0.5766 -1.1194 0.1390 0.7995 -0.6618 -0.3792 -0.2956 -1.1179 0.3833 0.3088 0.2910 0.3305 0.3216 -0.9953 0.4535 -0.3269 0.4347 0.2652 0.2755 0.4962 0.3312 0.4282 0.3217 0.4596 0.2752 0.3736 0.1905 0.3714 0.3581 0.3832 0.3278 0.2720 0.2755 0.3765 0.3397 0.3222